Below is a gas-phase ion, C10H13F2N2 (charge +1), with properties calculated with wB97M-V/def2-TZVPD.

Geometry as ORCA input:
```
! wB97M-V def2-TZVPD RIJCOSX def2/J DEFGRID3
* xyz 1 1
F 1.362 -1.451 -0.978
C 1.325 -1.047 0.307
C 0.362 0.343 0.484
C -1.132 0.000 0.322
C -1.584 -0.270 -0.996
C -2.977 -0.747 -1.183
C -3.644 -1.059 -0.022
C -3.354 -0.567 1.232
C -2.035 -0.052 1.396
N 0.726 1.266 -0.594
C 2.232 1.554 -0.363
C 3.193 0.377 -0.238
N 2.648 -0.527 0.690
F 3.558 -1.587 0.813
H 0.944 -1.858 0.921
H 0.590 0.671 1.569
H -0.982 0.055 -1.897
H -3.488 -1.101 -2.138
H -4.556 -1.557 -0.121
H -4.112 -0.623 1.997
H -1.726 0.361 2.284
H 0.263 2.078 -0.458
H 0.303 0.865 -1.490
H 2.043 1.981 0.593
H 2.587 2.275 -1.073
H 3.368 -0.129 -1.218
H 4.086 0.750 0.160
*
```

The energy above the lowest of the compared OMol25 structures with the same formula, charge and spin comes out at 1.3005 eV. The value obtained for the frontier orbital gap is 9.855 eV. For the molar mass, the calculation gives 199.2 g mol⁻¹. The total energy comes out at -697.7106 hartree.